This record from the Open Molecules 2025 dataset describes C27H24BrFN6O3RuS as an isolated structure. The level of theory is ωB97M-V/def2-TZVPD.

Atoms and positions in Å:
Ru  -1.292  -1.291  0.506
C  -2.240  -5.078  -1.068
C  -2.189  -3.610  -0.843
N  -2.053  -3.139  0.438
N  -1.873  -4.004  1.405
C  -1.381  -3.608  2.535
N  -1.303  -4.441  3.584
S  -0.783  -1.957  2.742
C  -2.210  -2.619  -1.828
C  -2.492  -2.837  -3.204
C  -2.619  -1.776  -4.051
C  -2.431  -0.468  -3.559
C  -2.068  -0.304  -2.239
N  -1.962  -1.325  -1.397
H  -1.424  -5.547  -0.517
H  -2.152  -5.325  -2.119
H  -3.164  -5.497  -0.669
H  -1.497  -5.416  3.427
H  -0.767  -4.176  4.391
H  -2.623  -3.847  -3.548
H  -2.873  -1.932  -5.087
H  -2.564  0.385  -4.201
H  -1.854  0.681  -1.834
C  5.780  1.411  0.570
C  4.952  1.723  -0.676
C  5.121  3.146  -1.197
C  4.552  4.150  -0.204
C  3.145  3.792  0.164
C  2.264  4.777  0.612
C  0.962  4.441  0.917
F  0.118  5.394  1.332
C  0.490  3.139  0.803
C  1.357  2.132  0.378
C  0.874  0.768  0.273
O  -0.361  0.535  0.596
C  1.819  -0.184  -0.201
C  3.100  0.204  -0.509
N  3.545  1.477  -0.390
C  2.703  2.466  0.050
C  1.553  -1.660  -0.463
O  2.445  -2.318  -0.958
O  0.405  -2.105  -0.150
H  6.828  1.603  0.373
H  5.671  0.361  0.825
H  5.460  2.008  1.418
H  5.243  1.025  -1.468
H  4.590  3.235  -2.148
H  6.176  3.345  -1.380
H  4.572  5.152  -0.631
H  5.172  4.170  0.695
H  2.590  5.798  0.717
H  -0.532  2.894  1.042
H  3.794  -0.532  -0.882
Br  -6.830  2.029  2.395
C  -5.318  1.013  1.912
C  -5.399  0.027  0.922
C  -4.265  -0.657  0.566
N  -3.052  -0.420  1.123
C  -2.989  0.518  2.097
C  -4.076  1.239  2.519
H  -6.343  -0.190  0.446
H  -4.312  -1.429  -0.194
H  -2.011  0.685  2.538
H  -3.977  1.968  3.305

Forces on atoms 1 to 2 (eV/Å):
0.368 -1.129 1.636
0.016 0.035 -0.052

Computed properties:
Relative energy (zero: lowest compared OMol25 entry of this formula, charge and spin), kJ/mol: 35.6
Frontier orbital gap (spin up / spin down), eV: 6.83 / 6.67
Total energy, eV: -129646.73878
Total charge: +1
HOMO energy (spin up / spin down), Ha: -0.3848 / -0.3901
M, Da: 712.57
Spin multiplicity: 2

---

This record from the Open Molecules 2025 dataset describes C27H24EuN6O8 as an isolated structure. The level of theory is ωB97M-V/def2-TZVPD.

Atoms and positions in Å:
Eu  0.016  -0.186  -0.509
O  3.331  0.234  2.497
C  2.073  0.252  2.066
O  1.839  0.218  0.843
C  1.070  0.331  3.070
C  1.235  -0.028  4.385
C  0.105  -0.389  5.146
C  -1.035  -0.750  4.449
C  -1.157  -0.426  3.090
N  -0.290  0.673  2.751
C  -1.783  -1.196  2.107
O  -2.639  -2.187  2.447
O  -1.612  -1.065  0.869
H  3.922  0.236  1.733
H  2.234  -0.176  4.774
H  0.204  -0.633  6.193
H  -1.765  -1.385  4.940
H  -2.778  -2.228  3.399
C  -0.745  -2.206  -4.803
O  0.410  -1.363  -4.777
C  0.146  -0.027  -4.692
C  0.381  0.770  -5.774
C  0.119  2.160  -5.691
C  -0.309  2.738  -4.515
C  -0.484  1.973  -3.349
C  -0.733  2.633  -2.129
N  -0.647  2.050  -0.928
N  -0.900  2.935  0.101
C  -0.799  2.518  1.303
O  -0.462  1.178  1.463
C  -1.065  3.432  2.425
C  -2.076  4.382  2.251
C  -2.366  5.286  3.256
C  -1.648  5.264  4.443
C  -0.623  4.346  4.611
C  -0.330  3.431  3.612
C  -0.332  0.516  -3.451
O  -0.646  -0.276  -2.479
H  -1.410  -1.924  -5.622
H  -1.293  -2.167  -3.861
H  -0.380  -3.216  -4.978
H  0.748  0.318  -6.685
H  0.275  2.774  -6.568
H  -0.473  3.806  -4.455
H  -0.953  3.695  -2.160
H  -2.628  4.394  1.322
H  -3.156  6.011  3.115
H  -1.882  5.967  5.232
H  -0.042  4.343  5.523
H  0.491  2.747  3.751
C  3.196  -3.179  -2.818
N  2.139  -3.480  -1.853
C  1.793  -4.746  -1.523
C  0.766  -5.005  -0.684
C  0.036  -3.891  -0.177
N  0.427  -2.641  -0.450
C  1.474  -2.419  -1.274
O  1.841  -1.260  -1.522
N  -1.051  -4.062  0.563
H  3.512  -4.101  -3.297
H  4.044  -2.713  -2.318
H  2.813  -2.485  -3.564
H  2.376  -5.537  -1.975
H  0.483  -6.015  -0.435
H  -1.391  -4.984  0.770
H  -1.616  -3.264  0.815

Forces on atoms 1 to 2 (eV/Å):
-0.453 0.189 2.325
0.049 0.047 0.257

Computed properties:
Frontier orbital gap (spin up / spin down), eV: 4.96 / 4.64
Total energy, eV: -73029.51064
Total charge: +1
HOMO energy (spin up / spin down), Ha: -0.2872 / -0.3565
M, Da: 712.49
Spin multiplicity: 7

---

This record from the Open Molecules 2025 dataset describes C27H24FGeN4O8STc as an isolated structure. The level of theory is ωB97M-V/def2-TZVPD.

Atoms and positions in Å:
Tc  0.799  -1.123  -0.238
O  3.948  -3.620  -1.020
C  3.027  -2.881  -0.499
O  1.959  -2.594  -1.066
C  3.222  -2.370  0.869
C  4.176  -2.824  1.773
C  4.115  -2.361  3.080
C  3.072  -1.517  3.451
C  2.161  -1.114  2.485
N  2.255  -1.487  1.204
C  0.972  -0.243  2.813
O  -0.195  -0.806  2.951
O  1.098  0.960  2.921
H  3.769  -3.931  -1.929
H  4.930  -3.526  1.450
H  4.842  -2.677  3.812
H  2.969  -1.186  4.473
H  -0.261  -1.769  2.817
Ge  -0.323  2.533  2.197
C  1.157  3.201  1.022
C  2.275  3.634  1.719
C  3.313  4.214  1.005
C  3.222  4.345  -0.369
C  2.095  3.915  -1.049
C  1.052  3.325  -0.348
C  -2.219  2.371  1.498
C  -2.497  2.354  0.148
C  -3.790  2.642  -0.272
C  -4.764  2.893  0.676
C  -4.481  2.864  2.028
C  -3.189  2.592  2.461
H  -0.275  3.021  3.662
H  2.335  3.536  2.796
H  4.182  4.572  1.538
H  4.036  4.800  -0.916
H  2.011  4.052  -2.115
H  0.170  2.998  -0.884
H  -1.759  2.093  -0.599
H  -4.006  2.646  -1.327
H  -5.773  3.107  0.348
H  -5.243  3.082  2.763
H  -2.960  2.594  3.520
O  -1.358  -1.186  -3.807
S  -2.054  -1.125  -2.563
O  -2.684  0.101  -2.190
N  -0.891  -1.431  -1.367
C  -1.311  -2.377  -0.538
O  -0.578  -2.516  0.489
C  -2.499  -3.093  -0.941
C  -3.092  -4.204  -0.342
C  -4.223  -4.739  -0.941
C  -4.747  -4.189  -2.106
C  -4.148  -3.083  -2.721
C  -3.035  -2.556  -2.120
H  -2.687  -4.624  0.564
H  -4.711  -5.586  -0.483
H  -5.639  -4.612  -2.544
H  -4.550  -2.678  -3.638
N  1.210  0.035  -3.437
C  2.070  0.505  -2.544
N  3.005  1.366  -2.964
O  2.064  0.184  -1.314
H  1.259  0.328  -4.401
H  0.417  -0.558  -3.216
H  3.093  1.620  -3.934
H  3.712  1.689  -2.327
F  -0.048  0.413  0.536

Forces on atoms 1 to 2 (eV/Å):
-0.985 2.170 -1.222
-0.175 0.303 0.413

Computed properties:
Relative energy (zero: lowest compared OMol25 entry of this formula, charge and spin), kJ/mol: 48.9
Frontier orbital gap (spin up / spin down), eV: 5.65 / 4.44
Total energy, eV: -122971.90249
Total charge: +3
HOMO energy (spin up / spin down), Ha: -0.5875 / -0.5875
M, Da: 754.18
Spin multiplicity: 4